{
  "formula": "C6H13NO",
  "method": "ωB97M-V with the def2-TZVPD basis set",
  "e_homo_ev": -9.6,
  "lumo_ev": 0.8392,
  "gap_ev": 10.5,
  "smiles": "CC(C)CCC(N)=O",
  "energy_ha": -366.4339,
  "molar_mass_g_mol": 115.176,
  "elements": ["C", "C", "C", "C", "C", "C", "N", "O", "H", "H", "H", "H", "H", "H", "H", "H", "H", "H", "H", "H", "H"],
  "xyz": [[1.9476, -0.3761, -1.4928], [0.9307, 0.1606, -0.4752], [1.6485, 0.4352, 0.8468], [-0.2399, -0.8413, -0.3638], [-1.1817, -0.6942, 0.8326], [-2.4525, 0.0544, 0.5060], [-2.3226, 1.4005, 0.3532], [-3.5410, -0.4917, 0.3884], [2.4016, -1.3094, -1.1386], [1.4714, -0.5779, -2.4577], [2.7556, 0.3439, -1.6599], [0.5436, 1.1141, -0.8552], [2.5734, 0.9990, 0.6817], [1.0274, 1.0402, 1.5145], [1.9078, -0.4961, 1.3609], [0.1827, -1.8537, -0.3188], [-0.8163, -0.7996, -1.2983], [-1.4913, -1.6973, 1.1535], [-0.7122, -0.2371, 1.7067], [-1.4627, 1.8980, 0.5291], [-3.1699, 1.9285, 0.1868]],
  "atomic_forces_ev_per_a": [[-0.1205, 0.1331, -0.1236], [0.2278, -0.2174, -0.1420], [-0.1619, 0.1446, 0.0683], [0.4728, 0.0434, -0.1202], [-0.4144, -0.5255, 0.2413], [-0.6003, -0.1967, 0.2019], [-0.0849, 0.4037, -0.0931], [0.5999, 0.2189, -0.0325], [-0.1028, 0.1130, 0.0052], [0.0605, -0.0114, 0.0820], [-0.1088, -0.0798, 0.0123], [0.0027, -0.0357, -0.0021], [-0.1363, -0.1099, -0.0380], [0.1028, -0.1260, 0.0715], [-0.0255, 0.0631, -0.0268], [0.0617, 0.1802, -0.0264], [0.0690, -0.0657, 0.1807], [-0.0757, 0.3287, -0.0949], [0.1467, 0.0574, -0.1508], [-0.1865, -0.2101, -0.0279], [0.2736, -0.1079, 0.0153]]
}


{
  "formula": "C5H9Cl3",
  "method": "ωB97M-V with the def2-TZVPD basis set",
  "e_homo_ev": -10.4,
  "lumo_ev": 0.6933,
  "gap_ev": 11.1,
  "smiles": "CC(C)(CCl)C(Cl)Cl",
  "energy_ha": -1576.4490,
  "molar_mass_g_mol": 175.486,
  "elements": ["C", "C", "C", "C", "Cl", "C", "Cl", "Cl", "H", "H", "H", "H", "H", "H", "H", "H", "H"],
  "xyz": [[-0.5457, 0.4270, -1.2661], [0.2297, -0.1388, -0.0450], [0.3089, 0.8454, 1.0711], [-0.3781, -1.4636, 0.4978], [-0.3206, -2.8504, -0.7073], [1.9027, -0.5393, -0.4933], [2.6900, 0.9088, -1.1347], [2.8011, -1.1543, 0.9006], [-1.6586, 0.4268, -1.0219], [-0.2308, 1.5250, -1.6115], [-0.4553, -0.1239, -2.1067], [-0.7622, 0.7917, 1.2899], [0.5534, 1.7236, 0.5453], [1.0668, 0.4406, 1.7602], [-1.3817, -1.3491, 0.7494], [0.1084, -1.7577, 1.4153], [2.0020, -1.1154, -1.3813]],
  "atomic_forces_ev_per_a": [[-0.6429, 3.3085, 2.3771], [2.7397, -2.3078, -2.1241], [-0.6449, -1.8207, -0.6785], [1.6588, 0.0967, -1.3048], [0.0535, 0.7516, 0.6927], [-2.5645, 1.6406, 0.5169], [0.2031, 0.8883, 0.1985], [-0.1710, -0.2358, -0.3882], [1.3227, 0.2307, -0.1561], [-0.5782, -2.2832, 1.2174], [0.4369, -2.1599, -2.6625], [0.2779, 0.9111, 1.4251], [0.4761, 1.6077, 0.3230], [-0.8063, 0.8262, 0.4050], [-1.8725, 0.3582, 0.1163], [0.5026, -0.3273, -0.0158], [-0.3908, -1.4848, 0.0580]]
}


{
  "formula": "C37H50ClN5ORuS5Sb2",
  "method": "ωB97M-V with the def2-TZVPD basis set",
  "e_homo_ev": [-9.8, -10.1],
  "lumo_ev": [-4.2450, -3.1474],
  "gap_ev": [5.5, 6.9],
  "multiplicity": 2,
  "energy_ha": -4815.2071,
  "molar_mass_g_mol": 1121.219,
  "charge": 1,
  "elements": ["Ru", "S", "C", "S", "S", "C", "C", "N", "C", "C", "S", "C", "C", "S", "C", "N", "C", "H", "H", "H", "H", "H", "H", "H", "H", "C", "Sb", "C", "C", "C", "C", "C", "C", "C", "C", "C", "Sb", "C", "C", "H", "H", "H", "H", "H", "H", "H", "H", "H", "H", "H", "H", "H", "H", "H", "H", "H", "H", "H", "H", "C", "C", "C", "C", "C", "O", "C", "C", "C", "C", "C", "C", "Cl", "C", "C", "C", "N", "C", "N", "C", "N", "H", "H", "H", "H", "H", "H", "H", "H", "H", "H", "H", "H", "H", "H", "H", "H", "H", "H", "H", "H", "H", "H"],
  "xyz": [[0.5357, 1.6533, -1.2237], [4.2051, 0.8745, -4.0462], [3.0439, 1.5330, -3.0486], [3.1410, 1.3192, -1.3512], [1.7211, 2.3967, -3.6939], [2.0011, -1.7871, -1.6203], [1.1038, -1.3543, -2.7152], [0.3500, -0.3028, -2.6493], [-0.3653, -0.0825, -3.7966], [-0.1372, -1.0159, -4.7664], [0.9929, -2.1889, -4.2353], [-1.2300, 1.0781, -3.8645], [-2.0052, 1.4643, -4.9196], [-2.8676, 2.8970, -4.5513], [-2.1399, 2.8963, -2.9734], [-1.3143, 1.9167, -2.7839], [-2.5135, 3.8912, -1.9419], [1.8043, -1.1635, -0.7409], [3.0424, -1.6495, -1.9178], [1.8590, -2.8393, -1.3832], [-0.5519, -1.0600, -5.7514], [-2.1054, 0.9887, -5.8722], [-2.8436, 4.8179, -2.4081], [-1.6572, 4.0766, -1.2819], [-3.3276, 3.5011, -1.3258], [0.6413, 0.8156, 3.3493], [1.0828, 1.9266, 1.5407], [3.1731, 2.2722, 1.9350], [0.3376, 3.8765, 2.3056], [1.4571, 4.8298, 2.4639], [2.2155, 4.7763, 3.6331], [3.3422, 5.5574, 3.7966], [3.7391, 6.4089, 2.7761], [2.9698, 6.5084, 1.6340], [1.8158, 5.7480, 1.4618], [0.9875, 5.9538, 0.2610], [1.2092, 4.3759, -1.2752], [0.4926, 5.6101, -2.9041], [3.3081, 4.7839, -1.5211], [1.1082, 1.3241, 4.1838], [1.0371, -0.1901, 3.2820], [-0.4305, 0.7720, 3.5117], [3.3086, 2.4798, 2.9914], [3.5157, 3.1233, 1.3520], [3.7528, 1.3979, 1.6505], [-0.1188, 3.6448, 3.2646], [-0.4289, 4.2212, 1.6127], [1.8990, 4.1110, 4.4243], [3.9145, 5.4985, 4.7094], [4.6312, 7.0065, 2.8785], [3.2462, 7.2098, 0.8618], [1.2801, 6.8552, -0.2640], [-0.0682, 6.0244, 0.5045], [1.2623, 6.3373, -3.1401], [-0.4096, 6.1320, -2.5987], [0.2921, 5.0033, -3.7829], [3.4265, 5.8673, -1.5356], [3.6576, 4.3552, -2.4599], [3.8784, 4.3634, -0.6927], [-2.1287, -3.2435, -1.8512], [-1.9844, -4.2818, -0.7208], [-2.3380, -5.6630, -1.2987], [-0.5162, -4.3290, -0.2942], [-2.9495, -3.9125, 0.4668], [-4.2223, -3.5774, -0.0563], [-3.1724, -5.0584, 1.5121], [-2.5216, -5.0179, 2.9104], [-1.0335, -5.2265, 2.9108], [-0.5003, -6.4537, 2.5276], [0.8643, -6.6537, 2.4612], [1.7221, -5.6125, 2.7816], [3.4314, -5.8325, 2.6599], [1.2157, -4.3981, 3.2166], [-0.1548, -4.2173, 3.2869], [-2.5173, -2.6519, 1.2519], [-2.3026, -1.4440, 0.5088], [-1.1740, -0.7326, 0.4386], [-1.3899, 0.3894, -0.2327], [-2.7031, 0.3050, -0.5558], [-3.2733, -0.7796, -0.1106], [-1.8363, -3.6866, -2.7999], [-1.4895, -2.3802, -1.6854], [-3.1556, -2.9000, -1.9351], [-1.8349, -5.7950, -2.2541], [-3.4061, -5.7765, -1.4721], [-1.9989, -6.4660, -0.6490], [0.0853, -4.6412, -1.1457], [-0.3560, -5.0409, 0.5079], [-0.1574, -3.3564, 0.0309], [-4.5804, -4.3297, -0.5413], [-2.9168, -6.0143, 1.0645], [-4.2509, -5.0641, 1.6892], [-2.9764, -5.8410, 3.4705], [-2.7755, -4.0984, 3.4381], [-1.1645, -7.2699, 2.2818], [1.2653, -7.6096, 2.1617], [1.8883, -3.6051, 3.5012], [-0.5410, -3.2813, 3.6656], [-1.5989, -2.8627, 1.7958], [-3.3413, -2.4526, 1.9413], [-0.2406, -1.0251, 0.8821], [-3.2371, 1.0468, -1.1080]],
  "atomic_forces_ev_per_a": [[1.8101, 0.7613, -2.0929], [-0.5681, 0.4770, 0.5988], [1.2547, -0.8173, -0.9945], [-1.8261, 0.2472, 0.3407], [-0.8361, -0.2499, 1.4207], [0.1806, -0.0926, 0.1797], [0.1894, -0.4646, -0.3303], [0.1816, 0.8852, 1.1110], [0.2179, -0.7306, -0.6021], [-0.0130, 0.2047, 0.3805], [-0.1889, 0.5754, 0.5667], [-0.5685, 0.2280, -0.7571], [0.0985, 0.0439, 0.3773], [0.4284, -0.2974, 0.5939], [-0.4333, 0.1926, -0.6029], [0.5520, 0.0841, 0.8176], [0.0967, 0.1819, 0.2253], [0.0827, -0.2215, -0.1746], [-0.0001, 0.0643, 0.0696], [-0.0595, -0.0674, 0.0446], [-0.1458, -0.0067, -0.2480], [-0.0098, -0.1358, -0.2550], [0.0030, 0.0602, 0.1347], [-0.2496, 0.0076, -0.1312], [-0.0076, 0.0736, -0.0136], [-0.0986, 0.0093, -0.5650], [0.3072, 0.6606, 0.1037], [-0.3589, -0.2435, -0.1611], [-0.1914, -0.6566, -0.4028], [0.3961, 0.3234, 0.0985], [-0.1254, 0.1707, -0.1704], [0.1278, 0.0475, -0.0259], [0.0418, -0.0590, 0.1438], [-0.1313, -0.0375, -0.0118], [0.2850, -0.2408, 0.6229], [-0.4992, -0.7396, -0.6619], [0.5288, 0.1609, -0.1709], [-0.1605, -0.4876, 0.3118], [-0.2360, -0.2883, 0.0876], [0.1368, 0.1829, 0.0617], [0.0803, -0.2092, -0.0212], [-0.1472, -0.0063, -0.0354], [-0.0080, -0.0057, 0.0469], [-0.0181, 0.0737, -0.0205], [0.0028, -0.0920, -0.0329], [-0.1130, -0.0321, 0.0355], [-0.0511, -0.0670, 0.0845], [0.0075, -0.1006, 0.1103], [0.0574, -0.0028, 0.0927], [0.0772, 0.0792, 0.0355], [0.0733, 0.1156, -0.1130], [0.0335, 0.1408, -0.1883], [-0.1910, 0.0815, 0.0068], [0.1587, 0.0261, 0.0615], [-0.0924, 0.0404, 0.0339], [-0.0164, -0.0338, -0.0074], [-0.0697, -0.0045, 0.0043], [-0.0567, 0.0088, 0.0853], [-0.0595, 0.0492, -0.0794], [-0.0952, -0.0846, 0.0559], [0.0597, 0.0792, -0.0872], [0.0721, 0.1907, 0.1670], [-0.2812, -0.0714, 0.0074], [0.4134, -0.0036, 0.1189], [-0.3360, 0.1065, -0.0812], [-0.0013, 0.1453, 0.1311], [0.0122, -0.1246, -0.1575], [0.0326, 0.0543, 0.1844], [-0.0582, 0.0923, 0.0947], [0.1374, -0.0290, -0.0266], [-0.1675, 0.1137, 0.0397], [0.1294, -0.0291, -0.0021], [0.1182, -0.0749, -0.0758], [-0.0429, -0.1906, -0.0132], [-0.6030, -0.8945, 0.1238], [0.7355, 0.6220, -0.1083], [-0.0915, 0.3101, -0.1057], [0.5242, -0.0147, 0.0445], [0.2947, -0.1526, 0.1642], [-1.1166, -0.1588, -0.1326], [0.1079, -0.0372, -0.1033], [0.0666, 0.1638, -0.0153], [-0.0139, 0.0601, -0.1083], [0.0118, 0.0072, -0.0694], [-0.1465, -0.1053, -0.0727], [-0.0545, -0.1182, 0.0394], [0.1156, -0.0143, -0.1091], [0.1086, -0.0759, 0.0524], [0.1047, 0.1745, 0.0496], [0.0368, -0.0099, 0.0512], [-0.0586, -0.0729, -0.0577], [0.0581, -0.0384, -0.0857], [-0.0400, 0.1331, 0.0292], [-0.0098, -0.0144, 0.0505], [-0.0771, -0.0948, -0.0589], [0.0606, -0.0676, -0.0280], [0.1245, 0.0649, 0.0475], [-0.0636, 0.1270, 0.0220], [-0.1142, 0.1054, -0.0076], [0.1903, 0.0235, 0.1308], [0.1210, -0.1555, 0.0524], [-0.1434, 0.1922, -0.1693]]
}